This record from the OMol25 dataset describes a 3-piece molecular cluster, C4H15N2O2 overall. The level of theory is the ωB97M-V functional and the def2-TZVPD basis.

Element x y z (Å)
C (2.1449, 0.9922, 0.1306)
C (1.4367, -0.4088, 0.3366)
C (0.2367, -0.4669, -0.4928)
C (-0.9665, 0.2905, -0.1159)
N (-1.5241, -0.1194, 1.1867)
N (2.8038, 1.2622, -1.1070)
H (1.3845, 1.7545, 0.3367)
H (2.8415, 1.1337, 0.9559)
H (2.1777, -1.1506, 0.0334)
H (1.2011, -0.4959, 1.3929)
H (0.3471, -0.7262, -1.5450)
H (-0.6685, 1.3447, -0.0327)
H (-1.7762, 0.1390, -0.8254)
H (-1.0767, 0.3003, 1.9946)
H (-1.3958, -1.1246, 1.3236)
H (3.6736, 0.7643, -1.1882)
H (2.2164, 1.1674, -1.9298)
H (-4.2016, 1.7584, -1.8546)
H (-4.3606, 1.4334, -0.3476)
O (-3.7357, 1.4444, -1.0654)
H (-0.0691, -2.6561, 0.3018)
H (-0.3827, -3.7821, 1.3111)
O (-0.3065, -2.8544, 1.2005)

**LUMO level**: -6.79 eV
**Orbital gap**: 6.78 eV
**Total energy**: -421.04575 hartree
**Net charge**: +1
**F_max**: 0.06030 hartree/bohr

Atom charges from the Mulliken analysis, given in e for atoms 1 to 2: atom 1 (C): -0.86, atom 2 (C): -0.03